The following is a DFT calculation (wB97M-V/def2-TZVPD) of a structure of composition C44H40Cl2FKN6O4S2.

Gap between HOMO and LUMO ... 3.090 eV
Multiplicity ... 1
Relative energy (zero: lowest compared OMol25 entry of this formula, charge and spin) ... 135.9 kJ/mol
E_HOMO ... -5.11 eV
Total charge ... 0
LUMO level ... -2.018 eV

```
100
C44H40Cl2FKN6O4S2 (wB97M-V/def2-TZVPD)
K -0.030 -1.003 -0.217
Cl -4.501 -2.467 0.588
C -3.440 -1.963 1.864
C -3.635 -2.484 3.138
C -2.806 -2.124 4.170
Cl -3.074 -2.816 5.751
C -1.746 -1.222 3.963
C -0.861 -0.793 4.976
C 0.145 0.082 4.670
C 0.275 0.529 3.344
N -0.531 0.156 2.382
C -1.540 -0.698 2.651
C -2.391 -1.078 1.526
O -2.181 -0.660 0.355
H -4.446 -3.180 3.308
H -0.987 -1.165 5.983
H 0.835 0.423 5.431
H 1.062 1.223 3.063
S 1.062 2.937 0.221
C -0.223 3.914 -0.150
N -0.081 5.221 -0.511
C -1.260 6.043 -0.727
C -2.270 5.671 0.339
N -2.609 4.276 0.162
C -4.020 3.926 0.140
C -4.716 4.529 -1.055
C -4.369 4.108 -2.338
C -4.966 4.680 -3.450
C -5.921 5.677 -3.297
C -6.281 6.092 -2.025
C -5.679 5.521 -0.911
C -1.621 3.380 -0.137
S -1.902 1.792 -0.479
C 1.207 5.866 -0.704
C 1.385 6.305 -2.135
C 1.570 7.642 -2.464
C 1.720 8.031 -3.789
C 1.680 7.082 -4.798
C 1.487 5.745 -4.477
C 1.343 5.357 -3.155
H -1.690 5.879 -1.721
H -0.975 7.093 -0.649
H -3.170 6.276 0.250
H -1.825 5.846 1.326
H -4.484 4.281 1.065
H -4.079 2.840 0.110
H -3.632 3.320 -2.451
H -4.691 4.340 -4.441
H -6.385 6.123 -4.168
H -7.032 6.862 -1.900
H -5.971 5.845 0.082
H 1.962 5.135 -0.424
H 1.284 6.724 -0.029
H 1.598 8.388 -1.677
H 1.854 9.078 -4.033
H 1.794 7.384 -5.832
H 1.442 5.001 -5.263
H 1.192 4.313 -2.903
F 5.936 3.174 0.506
C 5.899 1.840 0.233
C 4.682 1.238 0.090
C 4.590 -0.137 -0.101
C 3.253 -0.754 -0.253
O 2.254 -0.060 -0.372
C 3.263 -2.200 -0.204
C 4.428 -2.866 -0.192
N 5.675 -2.264 -0.265
C 6.852 -3.079 -0.357
C 6.858 -4.235 -1.304
C 7.677 -3.019 -1.613
C 5.767 -0.900 -0.150
C 7.007 -0.246 -0.075
C 7.100 1.122 0.134
N 8.352 1.752 0.294
C 9.531 1.005 0.619
C 10.418 0.809 -0.612
N 10.786 2.176 -1.110
C 9.565 2.981 -1.453
C 8.656 3.062 -0.224
C 1.924 -2.980 -0.226
O 1.773 -3.827 0.661
O 1.176 -2.630 -1.162
H 3.767 1.818 0.148
H 4.444 -3.945 -0.112
H 7.377 -3.208 0.585
H 5.972 -4.413 -1.897
H 7.368 -5.135 -0.992
H 7.320 -2.364 -2.397
H 8.755 -3.080 -1.532
H 7.903 -0.841 -0.191
H 9.270 0.040 1.043
H 10.114 1.551 1.378
H 9.873 0.298 -1.403
H 11.331 0.264 -0.376
H 11.413 2.118 -1.911
H 11.284 2.662 -0.361
H 9.057 2.484 -2.278
H 9.881 3.977 -1.762
H 7.757 3.591 -0.514
H 9.153 3.664 0.551
```